Entry 1:
{
  "formula": "C14H39CoN7O3P2",
  "method": "ωB97M-V with the def2-TZVPD basis set",
  "largest_force_ev_per_a": 0.21,
  "e_homo_ev": [-18.2, -18.2],
  "multiplicity": 5,
  "charge": 3,
  "s_squared": 6.009,
  "relative_energy_kcal_mol": 0.0,
  "gap_ev": [10.41, 6.33],
  "elements": ["H", "H", "H", "H", "H", "H", "O", "H", "H", "H", "H", "H", "H", "C", "N", "H", "H", "H", "H", "H", "C", "C", "Co", "N", "N", "H", "C", "H", "C", "O", "C", "H", "H", "N", "H", "H", "H", "H", "H", "C", "C", "N", "H", "C", "H", "N", "H", "H", "O", "N", "H", "H", "C", "H", "H", "C", "H", "H", "C", "P", "P", "H", "H", "H", "C", "C"],
  "coordinates": [[1.74, 4.48, -0.62], [0.98, -3.27, 1.29], [-3.54, -1.98, -4.17], [1.05, 3.51, -3.40], [1.50, -2.15, -1.50], [-3.51, 2.09, 0.19], [-1.78, 1.72, -2.08], [-3.70, 3.62, 1.06], [-4.24, 3.49, -0.63], [-2.52, 5.57, 0.29], [-0.87, -3.16, 2.28], [1.34, -1.95, 2.76], [0.39, -3.90, -0.23], [-1.25, 1.52, -5.21], [0.26, 3.25, -1.47], [-3.99, -1.59, -1.86], [1.22, -0.37, -3.81], [-1.48, 0.91, -6.08], [1.91, -0.47, 3.47], [1.40, 0.99, -4.93], [-1.23, -2.25, 1.80], [-3.61, -0.57, -1.94], [-0.01, -0.16, 0.10], [1.91, -0.85, 0.08], [-2.15, 3.63, -0.36], [-3.17, -0.28, -0.98], [1.52, -0.90, 2.55], [-3.83, -0.32, -4.75], [0.75, 0.17, -4.62], [-0.28, -0.27, -1.82], [1.48, 3.42, -0.68], [0.61, -0.50, -5.47], [2.49, -0.34, -0.59], [-0.57, -2.12, 0.46], [2.31, 2.90, -1.15], [-0.97, 5.38, -0.53], [-0.61, 2.34, -5.51], [-1.81, -0.31, 2.60], [-0.87, -1.28, 3.72], [-3.09, -1.00, -4.32], [-2.02, 5.08, -0.55], [-0.55, 0.72, -4.19], [2.94, 0.31, 1.47], [0.26, 3.93, -2.77], [-4.45, 0.10, -2.14], [-2.61, -0.51, -3.01], [-2.30, -2.37, 1.66], [-2.18, 1.92, -4.81], [-0.76, 1.52, 0.20], [0.22, -0.27, 2.19], [3.38, -1.39, 1.54], [1.34, 3.07, 0.34], [0.65, -2.98, 0.30], [0.19, 0.68, 2.57], [-1.23, -2.36, -0.27], [1.76, -2.24, -0.45], [-0.70, 3.80, -3.28], [-2.25, -1.12, -5.00], [-0.97, -1.00, 2.67], [-1.08, 2.57, -0.90], [-1.27, 0.35, -2.81], [2.70, -2.79, -0.37], [0.44, 5.00, -2.64], [-2.48, 5.41, -1.48], [-3.48, 3.18, 0.09], [2.54, -0.70, 1.43]],
  "mulliken_charge": [0.3578, 0.2792, 0.3640, 0.3444, 0.1806, 0.1727, 0.0393, 0.3785, 0.3519, 0.3448, 0.3977, 0.2772, 0.5753, -1.2135, 0.7819, 0.3669, 0.1388, 0.4203, 0.5270, 0.3157, -0.6010, -0.8142, 1.3524, -0.0174, 0.1873, 0.0784, -0.6086, 0.3695, -0.8315, -0.1047, -0.9475, 0.3281, 0.4156, -0.1125, 0.2666, 0.3138, 0.3982, 0.3803, 0.4464, -1.0315, -0.9438, 0.4612, 0.4223, -1.0670, 0.2818, 0.4759, 0.4303, 0.3370, -0.9229, 0.0908, 0.3874, 0.2836, -0.7553, 0.4604, 0.4415, -0.4943, 0.2693, 0.3250, -0.7345, -0.6416, -0.6799, 0.5503, 0.4635, 0.3388, -0.8875, -0.7609]
}

---

Entry 2:
{
  "formula": "C14H39NOP2SiZr",
  "method": "ωB97M-V with the def2-TZVPD basis set",
  "largest_force_ev_per_a": 6.76,
  "e_homo_ev": -7.0,
  "gap_ev": 7.12,
  "elements": ["H", "H", "C", "H", "H", "H", "H", "C", "H", "H", "O", "H", "H", "H", "H", "H", "C", "H", "H", "H", "H", "H", "Zr", "H", "H", "C", "H", "H", "H", "H", "C", "H", "C", "C", "C", "H", "C", "C", "H", "P", "C", "H", "C", "H", "H", "C", "H", "H", "Si", "C", "H", "H", "N", "P", "H", "H", "H", "H", "H"],
  "coordinates": [[-0.45, 2.90, 2.21], [1.78, -0.13, -0.01], [1.40, 0.31, -4.39], [2.85, 2.67, -0.30], [1.08, -1.13, 4.99], [2.36, 0.84, -4.56], [1.78, -3.55, -0.68], [0.91, -3.70, -0.01], [3.28, -1.27, -3.21], [-0.96, 3.26, -1.84], [0.52, 0.17, -2.19], [-1.77, 1.50, -3.36], [-2.97, 1.81, -0.60], [1.92, -2.31, -2.71], [2.05, -0.74, 3.52], [-2.05, -0.25, -3.48], [0.00, 0.01, 3.45], [0.34, 4.45, -1.46], [-1.20, -4.05, -2.03], [-1.69, 3.12, 0.95], [-0.45, 2.08, 4.05], [0.71, 2.96, -2.39], [0.00, 0.01, -0.02], [0.53, -4.73, -0.13], [0.56, 1.00, -4.55], [1.04, -1.03, 3.88], [1.36, -0.50, -5.14], [2.18, 4.16, 0.48], [2.39, 2.64, 1.42], [-3.44, 0.86, -3.33], [2.12, 3.06, 0.44], [0.80, -2.03, 3.45], [1.37, -0.26, -3.00], [-0.64, 3.32, 1.21], [-1.04, -2.96, -2.00], [-0.34, -2.68, -2.81], [0.10, 3.38, -1.57], [-2.40, 0.68, -2.99], [-1.40, -0.47, 5.07], [0.43, 2.44, -0.01], [2.36, -1.31, -2.59], [-0.45, 4.40, 1.22], [-1.74, -2.98, 0.77], [-1.42, -2.82, 1.81], [-2.16, 0.31, 3.63], [0.38, 1.36, 4.09], [1.26, -3.56, 1.03], [2.57, -1.16, -1.51], [-2.30, 0.53, -1.07], [-1.39, -0.42, 3.96], [-3.38, -0.48, -0.73], [0.54, 1.22, 5.18], [0.00, 0.01, 1.98], [-0.39, -2.41, -0.36], [1.31, 1.76, 3.65], [-1.66, -1.42, 3.56], [-1.97, -4.05, 0.61], [-1.99, -2.44, -2.18], [-2.63, -2.36, 0.58]],
  "mulliken_charge": [-0.0591, 0.0545, -1.4482, 0.3101, 0.4085, 0.3885, 0.3008, -1.2217, 0.4270, 0.2298, 0.1166, 0.1947, -0.3174, 0.2150, 0.3125, 0.2156, 1.6234, 0.4425, 0.4233, 0.2072, 0.3803, 0.2135, -0.4269, 0.3955, 0.2425, -1.4368, 0.4007, 0.4168, 0.2255, 0.4270, -1.2946, 0.2208, 0.6226, -0.7253, -1.0760, 0.2223, -1.0600, -1.0201, 0.3836, 1.2847, -0.9252, 0.4546, -0.8439, 0.1063, 0.3050, -1.7434, 0.2537, 0.1626, 0.8465, -1.3565, -0.3053, 0.4471, -1.0587, 1.0842, 0.2417, 0.2012, 0.4549, 0.2322, 0.2233]
}

---

Entry 3:
{
  "formula": "C14H39O11PSi2",
  "method": "ωB97M-V with the def2-TZVPD basis set",
  "largest_force_ev_per_a": 1.80,
  "e_homo_ev": -9.3,
  "gap_ev": 9.81,
  "elements": ["O", "C", "H", "C", "H", "H", "C", "C", "H", "O", "P", "H", "C", "H", "H", "H", "C", "H", "H", "O", "H", "H", "H", "Si", "O", "H", "H", "H", "C", "H", "O", "H", "H", "C", "H", "H", "C", "H", "C", "H", "C", "O", "H", "H", "C", "H", "O", "H", "H", "Si", "H", "O", "O", "H", "O", "H", "H", "H", "O", "H", "C", "H", "H", "H", "C", "H", "H"],
  "coordinates": [[-5.34, 6.65, 0.79], [0.57, 2.40, 2.65], [-1.89, 4.03, -1.64], [2.27, -0.08, 1.78], [3.80, -2.91, 0.67], [-6.78, 0.87, -1.63], [-2.72, 1.28, 1.51], [3.87, -5.02, 2.00], [0.85, 3.29, 3.22], [-6.09, 4.53, 1.88], [-6.17, 5.28, 0.64], [2.47, -1.15, 1.61], [6.08, -4.02, -1.46], [-1.27, 3.42, 2.26], [2.85, -4.90, 2.38], [-3.25, 4.92, 0.17], [-7.31, 1.36, -0.82], [-4.60, 6.43, 1.38], [3.04, -2.81, -1.76], [3.89, -4.97, 0.59], [4.24, -6.00, 2.30], [2.29, -3.75, 0.23], [3.17, 0.39, 2.20], [-2.90, 5.03, -1.27], [-1.33, 1.52, 1.47], [1.28, -0.68, 3.55], [3.52, -4.50, -1.92], [-7.52, 4.22, -2.38], [-0.93, 2.40, 2.51], [-2.47, 6.41, -1.53], [-7.63, 5.77, 0.34], [-8.16, 0.75, -0.57], [-6.64, 2.82, -2.92], [3.09, 0.69, -0.27], [4.46, -7.58, -3.52], [6.00, -4.56, -0.52], [3.38, -3.75, 0.10], [0.17, -0.18, 2.28], [3.71, -3.58, -1.37], [2.76, 1.12, -1.22], [6.21, -4.97, -2.62], [-7.80, 2.63, -1.19], [6.03, -4.43, -3.56], [4.75, -6.13, -4.50], [-6.94, 3.38, -2.04], [3.59, -0.26, -0.47], [1.94, 0.52, 0.54], [6.11, -7.18, -4.02], [3.80, 1.38, 0.20], [-5.45, 4.03, -1.08], [-6.69, 1.40, 0.06], [-4.36, 4.80, -2.07], [5.29, -6.04, -2.50], [-7.94, 6.24, 1.14], [1.08, 1.31, 3.41], [4.51, -4.25, 2.43], [-4.79, 2.86, -0.48], [7.23, -5.39, -2.64], [5.02, -3.08, -1.60], [-2.97, 0.63, 0.67], [5.15, -6.76, -3.70], [-1.39, 2.09, 3.46], [1.06, 2.46, 1.68], [6.99, -3.41, -1.43], [1.12, 0.05, 2.76], [-3.28, 2.22, 1.41], [-3.00, 0.77, 2.44]],
  "mulliken_charge": [-0.5234, -0.4373, -0.1139, -0.0801, 0.1715, 0.3448, -0.6573, -0.7529, 0.3882, -0.6559, 0.8864, 0.0119, -0.4686, 0.4100, 0.3003, -0.2011, -0.7346, 0.3533, 0.4486, -0.3168, 0.2508, 0.5468, 0.4098, 0.5869, -0.2422, 0.3894, 0.2786, 0.2811, -0.5682, -0.1740, -0.4906, 0.2693, 0.4246, -0.5827, 0.2345, 0.2325, -0.3468, 0.2072, -0.6623, 0.2255, -0.5946, -0.4106, 0.3433, 0.3173, -0.5799, 0.0800, -0.2059, 0.3104, 0.3521, 0.5841, 0.2809, -0.3144, -0.2500, 0.3379, -0.4560, 0.3091, -0.1529, 0.4437, -0.4467, 0.2443, -0.7670, 0.3438, 0.2103, 0.3927, -0.5504, 0.1797, 0.3556]
}